Formula: C3H9N3O2
Source: OMol25
Level of theory: ωB97M-V/def2-TZVPD

Values from the calculation:
- 2S+1: 1
- SMILES string: N/C=N/O.CNC=O
- HOMO-LUMO gap: 8.9 eV
- HOMO energy: -8.08 eV

Structure (XYZ):
```
17
C3H9N3O2 (ωB97M-V/def2-TZVPD)
N -1.3173 0.1072 1.5695
C -1.5302 -0.0509 0.2458
N -1.4725 1.0143 -0.5481
O -1.1708 0.8342 -1.9291
H -0.7285 0.8948 1.8155
H -1.5922 -0.5924 2.2366
H -2.2351 -0.8286 -0.0198
H -1.7784 1.4026 -2.4141
C 1.6458 -1.3257 0.2082
N 0.7754 -0.3733 -0.4411
C 0.8938 1.0876 -0.2006
O 1.4799 1.4437 0.8198
H 2.1647 -0.8299 1.0273
H 1.0617 -2.1637 0.5959
H 2.3857 -1.7168 -0.4965
H 0.4254 -0.6154 -1.3614
H 0.9925 1.7122 -1.1078
```

So, what does the Mulliken scheme give us? The charges, in e, come out as: -0.27 0.03 -0.55 -0.38 0.28 0.22 0.38 0.35 -0.92 -0.09 0.11 -0.55 0.30 0.26 0.29 0.26 0.30

=====

Formula: C3H9N3O2
Source: OMol25
Level of theory: ωB97M-V/def2-TZVPD

Values from the calculation:
- 2S+1: 1
- SMILES string: CC(=O)NN.NC=O
- HOMO-LUMO gap: 10.1 eV
- HOMO energy: -9.57 eV

Structure (XYZ):
```
17
C3H9N3O2 (ωB97M-V/def2-TZVPD)
C 2.7715 -0.6088 -0.3910
C 1.3053 -0.3154 -0.1815
O 0.4428 -0.8352 -0.8674
N 1.0012 0.2743 1.0212
N -0.0570 1.1529 1.3113
H 3.3124 0.3105 -0.6040
H 3.2221 -1.0798 0.4800
H 2.8869 -1.2914 -1.2282
H 1.7380 0.3679 1.7101
H -0.3102 1.6383 0.4522
H -0.8435 0.6224 1.6875
N -2.3434 -0.6617 -0.3434
C -2.7789 0.5785 -0.6390
O -3.9316 0.9278 -0.5431
H -1.4076 -0.9408 -0.6186
H -3.0194 -1.3801 -0.1346
H -1.9884 1.2407 -1.1114
```

So, what does the Mulliken scheme give us? The charges, in e, come out as: -1.21 0.75 -0.67 0.00 -0.73 0.31 0.34 0.32 0.22 0.26 0.30 -0.25 0.11 -0.57 0.37 0.17 0.24

=====

Formula: C3H9N3O2
Source: OMol25
Level of theory: ωB97M-V/def2-TZVPD

Values from the calculation:
- 2S+1: 1
- SMILES string: [H]/N=C(\C)ON.NC=O
- HOMO-LUMO gap: 9.1 eV
- HOMO energy: -9.19 eV

Structure (XYZ):
```
17
C3H9N3O2 (ωB97M-V/def2-TZVPD)
H 0.2146 2.7590 -0.0924
N -0.0172 1.8757 0.3587
C 0.3570 0.8505 -0.3084
C 1.1898 0.8448 -1.5559
O -0.8168 -0.2677 -0.5323
N -1.9174 0.0038 0.3488
H 0.7449 1.5193 -2.2902
H 2.1949 1.1968 -1.3117
H 1.2787 -0.1603 -1.9684
H -1.7385 0.9779 0.6490
H -2.7231 0.0297 -0.2730
N -0.1952 -1.6704 1.7801
C 0.6225 -1.5668 0.7134
O 1.2507 -2.3964 0.1213
H -1.0228 -1.0643 1.7344
H -0.3726 -2.6140 2.0971
H 0.9504 -0.3178 0.5296
```

So, what does the Mulliken scheme give us? The charges, in e, come out as: 0.25 -0.76 0.83 -1.20 -0.34 -0.60 0.35 0.35 0.35 0.27 0.26 -0.42 0.52 -0.52 0.39 0.26 0.03

=====

Formula: C3H9N3O2
Source: OMol25
Level of theory: ωB97M-V/def2-TZVPD

Values from the calculation:
- 2S+1: 3
- HOMO-LUMO gap (alpha / beta): 6.3 / 7.9 eV
- HOMO energy (alpha / beta): -5.70 / -9.96 eV

Structure (XYZ):
```
17
C3H9N3O2 (ωB97M-V/def2-TZVPD)
C 0.2951 -0.2186 1.4777
C -0.8656 1.6338 0.2615
C 0.0310 0.3877 0.0691
N -1.0890 -0.7021 -0.5847
N -0.7416 -1.7292 -1.0476
N 1.0869 0.4594 -0.9039
O -1.3643 -2.5492 -1.6703
O 0.6261 -2.1842 -0.8663
H 0.6919 -1.3471 1.3832
H 0.9615 0.3232 2.0407
H -0.5590 -0.1661 2.1126
H -1.0473 1.9630 -0.8150
H -0.3907 2.4818 0.9024
H -1.7152 1.2157 0.7449
H 1.1531 -1.4282 -0.8351
H 0.9652 1.1048 -1.6944
H 1.9618 0.7554 -0.5748
```

So, what does the Mulliken scheme give us? The charges, in e, come out as: -1.20 -1.23 0.78 -0.57 0.93 -0.61 -0.55 -0.55 0.30 0.46 0.38 0.32 0.29 0.39 0.42 0.22 0.22

=====

Formula: C3H9N3O2S
Source: OMol25
Level of theory: ωB97M-V/def2-TZVPD

Values from the calculation:
- 2S+1: 1
- HOMO-LUMO gap: 8.9 eV
- HOMO energy: -8.53 eV

Structure (XYZ):
```
18
C3H9N3O2S (ωB97M-V/def2-TZVPD)
C 2.6355 2.5633 0.1371
C -1.2453 -1.6787 -0.6792
C -1.9711 -0.3861 -0.7061
N 2.2676 -0.5371 1.1514
N 1.7085 2.1956 -0.3990
N -0.0552 -1.6188 0.1493
O 1.9566 -1.5354 -1.3795
O -2.6478 -0.2248 0.5015
S 1.3000 -0.6433 -0.4325
H 3.5705 2.8933 0.4497
H 3.3972 -1.3460 1.0742
H -1.7340 -2.5552 -0.3190
H -0.8986 -1.9720 -1.7332
H -2.6937 -0.3180 -1.6229
H -1.2614 0.3471 -0.7697
H 2.3093 0.4573 1.0705
H -0.0228 -1.2385 1.0550
H -3.5426 -0.6529 0.3976
```

So, what does the Mulliken scheme give us? The charges, in e, come out as: 0.09 -0.44 -0.38 -0.68 -0.37 -0.47 -0.65 -0.52 0.66 0.31 0.34 0.32 0.29 0.26 0.32 0.25 0.34 0.33

=====

Formula: C3H9N3O6
Source: OMol25
Level of theory: ωB97M-V/def2-TZVPD

Values from the calculation:
- 2S+1: 1
- SMILES string: C[N+](=O)[O-].C[N+](=O)[O-].C[N+](=O)[O-]
- HOMO-LUMO gap: 10.8 eV
- HOMO energy: -10.94 eV

Structure (XYZ):
```
21
C3H9N3O6 (ωB97M-V/def2-TZVPD)
C -3.3248 -0.4634 0.2922
N -3.8765 0.9513 0.1805
O -3.0919 1.8316 -0.1244
O -5.0275 1.1314 0.4885
H -2.6938 -0.4846 1.1808
H -2.7042 -0.7132 -0.5684
H -4.1195 -1.2001 0.4098
C 1.7807 2.7086 -2.2365
N 1.6710 4.1690 -1.8611
O 1.0133 4.8585 -2.6317
O 2.3588 4.6517 -0.9520
H 2.4221 2.1762 -1.5341
H 2.1599 2.5512 -3.2462
H 0.7712 2.2975 -2.2482
C 1.6748 -4.0874 2.0382
N 2.0029 -2.7200 1.5468
O 2.0001 -1.7758 2.3113
O 2.3610 -2.6782 0.3835
H 2.4024 -4.8413 1.7374
H 0.6801 -4.4002 1.7207
H 1.5399 -3.9629 3.1127
```

So, what does the Mulliken scheme give us? The charges, in e, come out as: -0.66 0.84 -0.51 -0.51 0.27 0.27 0.30 -0.64 0.79 -0.49 -0.50 0.30 0.28 0.25 -0.69 0.84 -0.51 -0.51 0.27 0.28 0.32

=====

Formula: C3H9N3S
Source: OMol25
Level of theory: ωB97M-V/def2-TZVPD

Values from the calculation:
- 2S+1: 1
- SMILES string: CN(C)/N=C\NS
- HOMO-LUMO gap: 9.3 eV
- HOMO energy: -8.45 eV

Structure (XYZ):
```
16
C3H9N3S (ωB97M-V/def2-TZVPD)
C 1.9817 -0.0044 -0.8314
N 0.7258 -0.2032 -0.1224
C 1.0147 -0.5026 1.2921
N 0.0313 1.1075 -0.1997
C -1.2090 1.0138 -0.2475
N -1.8669 -0.2123 -0.3478
S -3.5126 -0.2076 -0.8075
H 2.3823 -1.0259 -1.0435
H 2.6362 0.6310 -0.2175
H 1.7781 0.5068 -1.7169
H 1.5424 -1.4122 1.2741
H 0.0202 -0.5774 1.8384
H 1.6447 0.3601 1.7202
H -1.8064 1.9078 -0.1995
H -1.2840 -0.9146 -0.7514
H -4.0786 -0.4669 0.3603
```

So, what does the Mulliken scheme give us? The charges, in e, come out as: -0.86 0.05 -0.86 -0.64 0.03 -0.27 -0.18 0.29 0.29 0.36 0.36 0.24 0.29 0.44 0.34 0.12

=====

Formula: C3H9N3S
Source: OMol25
Level of theory: ωB97M-V/def2-TZVPD

Values from the calculation:
- 2S+1: 1
- SMILES string: CN/N=C/N(C)S
- HOMO-LUMO gap: 8.7 eV
- HOMO energy: -7.78 eV

Structure (XYZ):
```
16
C3H9N3S (ωB97M-V/def2-TZVPD)
C -2.1359 -1.3928 -1.8468
N -0.7702 -1.1985 -1.4146
N -0.6702 -0.3351 -0.3479
C 0.4539 0.1552 -0.0244
N 0.6886 1.0390 1.0442
C 2.0567 1.3341 1.4245
S -0.4781 1.2038 2.2852
H -2.5857 -0.4666 -2.1977
H -2.1635 -2.1241 -2.6742
H -2.7120 -1.7947 -1.0145
H -0.1647 -0.8894 -2.1752
H 1.3908 0.0413 -0.6294
H 2.7442 1.2918 0.5655
H 2.4431 0.6886 2.2132
H 2.0523 2.3672 1.8061
H -0.1494 0.0802 2.9859
```

So, what does the Mulliken scheme give us? The charges, in e, come out as: -0.70 -0.32 -0.24 0.02 -0.10 -0.78 -0.16 0.31 0.30 0.24 0.26 0.18 0.34 0.30 0.25 0.12

=====

Formula: C3H9N3S
Source: OMol25
Level of theory: ωB97M-V/def2-TZVPD

Values from the calculation:
- 2S+1: 1
- SMILES string: C/N=C(/NC)NS
- HOMO-LUMO gap: 9.3 eV
- HOMO energy: -8.86 eV

Structure (XYZ):
```
16
C3H9N3S (ωB97M-V/def2-TZVPD)
C 1.9092 1.6041 0.0552
N 0.3292 1.6548 0.0563
C -0.1115 0.4685 -0.2440
N -1.5169 0.3967 -0.3711
C -2.0583 -0.9140 0.1791
N 0.6552 -0.5928 -0.8217
S 1.9452 -1.3609 0.0064
H 2.3401 1.0771 -0.8445
H 2.1712 2.7103 -0.1348
H 2.2531 1.0750 1.0274
H -2.2061 1.1400 0.1630
H -3.1983 -0.7694 0.2193
H -1.8233 -1.2337 1.3631
H -1.7601 -1.7178 -0.4280
H -0.0903 -1.5375 -1.0497
H 1.1617 -2.0004 0.8240
```

So, what does the Mulliken scheme give us? The charges, in e, come out as: -0.70 -0.53 0.51 -0.33 -0.86 -0.40 -0.11 0.25 0.29 0.25 0.33 0.31 0.21 0.30 0.34 0.12

=====

Formula: C3H9N3S2
Source: OMol25
Level of theory: ωB97M-V/def2-TZVPD

Values from the calculation:
- 2S+1: 3
- HOMO-LUMO gap (alpha / beta): 7.2 / 6.1 eV
- HOMO energy (alpha / beta): -6.55 / -8.72 eV

Structure (XYZ):
```
17
C3H9N3S2 (ωB97M-V/def2-TZVPD)
C 0.7249 2.1907 0.7100
C -2.1542 -0.3491 0.8397
C 1.4175 -1.5240 -0.8659
N -0.8295 -0.5874 0.4392
N 1.6184 -0.2446 -0.2489
N 1.6231 2.3107 -0.1510
S -3.2618 0.4023 -0.5791
S 0.4398 0.3008 0.6647
H -2.2735 0.4341 1.6815
H -2.7168 -1.3293 1.1264
H -3.1546 -0.7457 -1.3435
H 2.1428 -1.8696 -1.7759
H 0.3598 -1.6624 -1.2477
H 1.4480 -2.3294 -0.0563
H 2.0431 3.2275 -0.3499
H 1.8014 1.5891 -0.8565
H 0.7713 0.1861 2.0133
```

So, what does the Mulliken scheme give us? The charges, in e, come out as: -0.10 -0.60 -0.66 -0.29 -0.57 -0.25 -0.22 0.56 0.27 0.33 0.12 0.25 0.25 0.24 0.20 0.30 0.16

=====

Formula: C3H9N4
Source: OMol25
Level of theory: ωB97M-V/def2-TZVPD

Values from the calculation:
- 2S+1: 1
- Charge: +1
- HOMO-LUMO gap: 8.3 eV
- HOMO energy: -13.68 eV

Structure (XYZ):
```
16
C3H9N4 (ωB97M-V/def2-TZVPD)
C 0.6972 0.1838 0.4940
C -0.2130 -0.7950 -0.1468
C 1.9044 0.7096 -0.2914
N -0.3693 -2.2338 -1.8731
N -0.2114 -1.0432 -1.5520
N -0.5784 0.5601 0.0840
N -1.9185 0.8785 1.2552
H 1.0282 0.1837 1.5739
H -0.5887 -1.5452 0.6621
H 1.4889 1.2700 -1.2686
H 2.5642 -0.1314 -0.6195
H 2.5102 1.3877 0.3207
H -0.1931 -2.1218 -2.8760
H -2.1026 0.0819 1.8022
H -2.5298 1.0304 0.5459
H -1.4882 1.5847 1.8893
```

So, what does the Mulliken scheme give us? The charges, in e, come out as: 0.26 0.14 -1.24 -0.52 0.03 -0.40 -0.27 0.35 0.36 0.29 0.29 0.38 0.32 0.33 0.30 0.36

=====

Formula: C3H9N4
Source: OMol25
Level of theory: ωB97M-V/def2-TZVPD

Values from the calculation:
- 2S+1: 1
- SMILES string: C=N[N+](C)(N)N=C
- Charge: +1
- HOMO-LUMO gap: 11.5 eV
- HOMO energy: -15.40 eV

Structure (XYZ):
```
16
C3H9N4 (ωB97M-V/def2-TZVPD)
C -1.9252 -1.1486 0.0001
N -1.3953 -0.1712 -0.5992
N -0.0801 0.0153 -0.2802
C -0.2769 1.0591 0.9251
N 0.5222 0.6927 -1.4102
N 0.6536 -1.0121 0.2406
C 1.8894 -1.0542 0.2147
H -3.0214 -1.2845 -0.1213
H -1.5967 -1.8095 0.7356
H 0.6120 1.5983 0.9380
H -0.9208 1.8717 0.6849
H -0.7376 0.5214 1.6772
H 0.2023 1.6409 -1.4249
H 0.3188 0.1174 -2.3266
H 2.2177 -1.8041 0.9993
H 2.5477 -0.5512 -0.4059
```

So, what does the Mulliken scheme give us? The charges, in e, come out as: -0.20 -0.70 1.31 -0.86 -0.63 -0.69 -0.23 0.28 0.33 0.44 0.41 0.33 0.27 0.32 0.26 0.36

=====

Respective ΔE to the lowest compared entry with this formula, charge and spin values: 5.423 2.155 6.011 3.158 3.516 0.623 2.244 2.232 3.773 2.050 6.553 6.446 eV.